# 1
Computed, not measured: a cluster of 10 separate species, C48H116O3S3 in total at a distorted geometry, with ωB97M-V/def2-TZVPD.

Results
Charge: +1
Frontier orbital gap (alpha / beta): 6.3 / 1.7 eV
HOMO (alpha / beta): -10.145 / -10.145 eV
Spin multiplicity: 2

Last column: Löwdin spin population.
Positions of all 170 atoms, in Å:
1 C -0.7278 7.5954 -0.6922  0.07
2 S 0.3879 8.3239 -1.9291  0.31
3 O 0.7499 9.6734 -1.5216  0.54
4 C 1.9763 7.3968 -1.6633  0.07
5 H -0.5488 8.0297 0.2914  0.00
6 H -0.5611 6.5222 -0.5999  0.00
7 H -1.7696 7.4696 -0.9870  0.00
8 H 2.0445 6.7184 -0.8129  0.01
9 H 2.8852 7.9978 -1.6900  0.00
10 H 2.1285 6.6851 -2.4748  0.00
11 C -1.3866 0.5975 3.0163  0.00
12 S -2.9712 1.1205 3.9082  0.00
13 O -2.6486 2.3626 4.7359  0.00
14 C -3.9322 1.5684 2.4166  0.00
15 H -0.6044 0.4310 3.7569  0.00
16 H -0.9590 1.4303 2.4579  0.00
17 H -1.5191 -0.3355 2.4686  0.00
18 H -3.8797 0.7135 1.7425  0.00
19 H -3.6005 2.4451 1.8602  0.00
20 H -4.9571 1.6842 2.7690  0.00
21 C -4.5677 -0.1709 -2.1938  0.00
22 S -5.8371 0.9637 -1.4223  0.00
23 O -5.3179 1.1297 -0.0003  0.00
24 C -5.4885 2.5706 -2.2918  0.00
25 H -4.6713 -1.1208 -1.6694  0.00
26 H -3.5265 0.1485 -2.1501  0.00
27 H -4.8238 -0.1769 -3.2533  0.00
28 H -5.9873 2.6810 -3.2547  0.00
29 H -4.4474 2.7502 -2.5599  0.00
30 H -5.9589 3.4799 -1.9177  0.00
31 C -2.0612 -3.9036 -1.9822  0.00
32 C -1.5786 -3.6809 -3.4477  0.00
33 C -0.7903 -4.8128 -3.9417  0.00
34 C -0.4427 -4.4587 -5.3591  0.00
35 C 0.1202 -5.6442 -6.1717  0.00
36 C -0.9636 -6.5862 -6.6946  0.00
37 H -2.1531 -4.9608 -1.7333  0.00
38 H -3.0676 -3.4994 -1.8725  0.00
39 H -1.3908 -3.5660 -1.1919  0.00
40 H -2.4990 -3.4640 -3.9899  0.00
41 H -0.9993 -2.7621 -3.3562  0.00
42 H -1.4498 -5.6716 -3.8170  0.00
43 H 0.0341 -5.0091 -3.2562  0.00
44 H -1.2682 -3.9645 -5.8715  0.00
45 H 0.2794 -3.6423 -5.3581  0.00
46 H 0.5593 -5.1534 -7.0403  0.00
47 H 0.9175 -6.1594 -5.6359  0.00
48 H -0.4680 -7.2593 -7.3942  0.00
49 H -1.2746 -7.2817 -5.9152  0.00
50 H -1.7463 -6.0857 -7.2648  0.00
51 C -0.1070 2.7599 -0.3636  0.00
52 C -0.8926 1.4961 -0.9030  0.00
53 C -0.0743 0.2345 -0.9239  0.00
54 C 1.3087 0.2653 -1.6660  0.00
55 C 2.0280 -1.0671 -1.9995  0.00
56 C 2.4534 -2.0054 -0.9118  0.00
57 H -0.7206 3.5994 -0.0369  0.00
58 H 0.4316 3.0812 -1.2551  0.00
59 H 0.5983 2.5869 0.4492  0.00
60 H -1.8761 1.2901 -0.4806  0.00
61 H -1.1063 1.7122 -1.9498  0.00
62 H -0.6162 -0.5825 -1.4003  0.00
63 H 0.0797 -0.0503 0.1168  0.00
64 H 1.2223 0.7247 -2.6507  0.00
65 H 1.9760 0.8662 -1.0482  0.00
66 H 1.2398 -1.6667 -2.4549  0.00
67 H 2.7731 -1.0913 -2.7947  0.00
68 H 1.7721 -2.0520 -0.0622  0.00
69 H 2.8287 -2.9309 -1.3485  0.00
70 H 3.4166 -1.6059 -0.5942  0.00
71 C 4.0413 -4.0275 5.0601  0.00
72 C 4.3383 -2.5451 4.7158  0.00
73 C 4.6700 -2.3843 3.1625  0.00
74 C 4.8740 -0.9495 2.6690  0.00
75 C 3.7536 0.0322 3.0429  0.00
76 C 2.6206 0.1887 1.9468  0.00
77 H 3.0318 -4.0982 4.6550  0.00
78 H 4.1030 -4.3963 6.0840  0.00
79 H 4.8140 -4.6707 4.6390  0.00
80 H 3.4711 -1.9129 4.9060  0.00
81 H 5.1234 -2.0487 5.2862  0.00
82 H 3.8063 -2.8312 2.6700  0.00
83 H 5.5158 -3.0112 2.8802  0.00
84 H 5.8723 -0.5855 2.9120  0.00
85 H 4.8582 -0.9205 1.5795  0.00
86 H 3.3896 -0.0851 4.0636  0.00
87 H 4.2488 0.9821 3.2447  0.00
88 H 2.9371 0.3651 0.9188  0.00
89 H 2.1516 -0.7930 2.0132  0.00
90 H 2.0394 1.1050 2.0498  0.00
91 C 2.4277 -7.4823 0.6579  0.00
92 C 3.9781 -7.4326 0.3896  0.00
93 C 4.7045 -6.2103 0.9435  0.00
94 C 4.5472 -4.9252 0.0878  0.00
95 C 5.3302 -4.8152 -1.2335  0.00
96 C 6.8539 -4.7180 -1.0959  0.00
97 H 1.8044 -8.3343 0.3865  0.00
98 H 1.8582 -6.6725 0.2018  0.00
99 H 2.2628 -7.4359 1.7343  0.00
100 H 4.3733 -8.3812 0.7530  0.00
101 H 4.1226 -7.5787 -0.6809  0.00
102 H 5.7315 -6.5753 0.9327  0.00
103 H 4.3540 -6.1154 1.9712  0.00
104 H 3.4994 -4.6977 -0.1084  0.00
105 H 4.8050 -4.0724 0.7158  0.00
106 H 5.2100 -5.7349 -1.8059  0.00
107 H 4.9870 -4.0124 -1.8860  0.00
108 H 7.2050 -3.7619 -0.7075  0.00
109 H 7.2556 -5.4588 -0.4046  0.00
110 H 7.4256 -4.7629 -2.0229  0.00
111 C -4.4748 -3.8865 1.4024  0.00
112 C -3.3788 -4.9273 1.1339  0.00
113 C -1.9214 -4.6134 1.5586  0.00
114 C -1.4712 -4.6187 3.0920  0.00
115 C -0.0212 -4.4798 3.3691  0.00
116 C 0.7065 -3.1646 2.8738  0.00
117 H -4.6044 -3.7687 2.4782  0.00
118 H -5.4044 -4.2294 0.9482  0.00
119 H -4.1283 -2.8999 1.0947  0.00
120 H -3.6038 -5.8208 1.7162  0.00
121 H -3.4041 -5.1700 0.0716  0.00
122 H -1.7755 -3.5840 1.2313  0.00
123 H -1.2439 -5.2562 0.9965  0.00
124 H -2.1471 -4.0044 3.6868  0.00
125 H -1.6985 -5.6592 3.3239  0.00
126 H 0.1644 -4.5911 4.4374  0.00
127 H 0.4981 -5.3743 3.0252  0.00
128 H 0.2994 -2.2662 3.3377  0.00
129 H 1.7810 -3.2237 3.0475  0.00
130 H 0.6111 -3.0338 1.7959  0.00
131 C 1.2922 5.4816 6.7942  0.00
132 C 0.9876 5.4416 5.3069  0.00
133 C 1.9453 4.4567 4.5086  0.00
134 C 1.4436 4.0923 3.0272  0.00
135 C 1.0941 5.3527 2.2158  0.00
136 C 2.2768 6.3451 2.0342  0.00
137 H 1.7418 4.5958 7.2429  0.00
138 H 0.4760 5.7287 7.4730  0.00
139 H 2.0727 6.2262 6.9502  0.00
140 H -0.0214 5.0423 5.2040  0.00
141 H 0.9831 6.4174 4.8212  0.00
142 H 1.8554 3.5488 5.1050  0.00
143 H 2.9948 4.7489 4.4718  0.00
144 H 1.9169 3.3716 2.3603  0.00
145 H 0.5525 3.4954 3.2213  0.00
146 H 0.7642 5.1112 1.2053  0.00
147 H 0.2644 5.9492 2.5950  0.00
148 H 1.8362 7.2050 1.5296  0.00
149 H 2.6536 6.6794 3.0008  0.00
150 H 3.0885 5.9101 1.4512  0.00
151 C -7.3251 7.9224 -3.5193  0.00
152 C -5.8859 7.4250 -3.2092  0.00
153 C -5.4161 6.2301 -4.0489  0.00
154 C -4.0063 5.8784 -3.4990  0.00
155 C -3.3058 4.8364 -4.3705  0.00
156 C -1.9372 4.4158 -3.9574  0.00
157 H -7.8293 7.0012 -3.8114  0.00
158 H -7.3528 8.4066 -4.4954  0.00
159 H -7.9016 8.5020 -2.7983  0.00
160 H -5.2492 8.3051 -3.2995  0.00
161 H -5.9221 7.1250 -2.1619  0.00
162 H -5.4302 6.4254 -5.1212  0.00
163 H -6.0194 5.3621 -3.7830  0.00
164 H -3.4678 6.8103 -3.3274  0.00
165 H -4.1883 5.5082 -2.4901  0.00
166 H -3.9837 4.0006 -4.1974  0.00
167 H -3.3088 5.1024 -5.4276  0.00
168 H -1.4173 5.3345 -4.2294  0.00
169 H -1.8714 4.2346 -2.8846  0.00
170 H -1.5514 3.6265 -4.6026  0.00



# 2
Computed, not measured: a structure of composition C48H120F6MnN8O16P at a distorted geometry, with ωB97M-V/def2-TZVPD.

Results
Charge: +2
Frontier orbital gap (alpha / beta): 8.3 / 3.5 eV
HOMO (alpha / beta): -11.820 / -11.819 eV
Spin multiplicity: 7

Last column: Löwdin spin population.
Positions of all 200 atoms, in Å:
1 Mn 1.4799 -2.9549 -2.2232  4.67
2 P -0.3589 -0.2872 0.7406  0.00
3 F 0.7395 -0.8986 -0.3329  0.00
4 F -1.5549 -0.5897 -0.2916  0.00
5 F -0.6041 -1.7618 1.4553  0.00
6 F -1.3615 0.4184 1.8211  0.00
7 F 0.9673 -0.0167 1.6547  0.00
8 F -0.2735 1.1548 0.0577  0.00
9 C 6.0267 0.9627 -7.9705  0.00
10 O 5.0327 1.8892 -7.5084  0.00
11 C 5.1477 2.2832 -6.1963  0.00
12 C 3.9803 3.1608 -5.8567  0.00
13 N 2.7319 2.4809 -6.1399  0.00
14 C 1.5244 3.3326 -6.0595  0.00
15 C 1.0256 3.8063 -4.6547  0.00
16 O 0.2843 2.8500 -3.9181  0.00
17 C 0.1570 3.1886 -2.5213  0.00
18 H 5.7191 0.5281 -8.9216  0.00
19 H 6.1642 0.0293 -7.4246  0.00
20 H 6.9781 1.4809 -8.0904  0.00
21 H 6.0694 2.8440 -6.0407  0.00
22 H 5.1580 1.4785 -5.4612  0.00
23 H 3.9588 4.0511 -6.4853  0.00
24 H 4.0195 3.4055 -4.7953  0.00
25 H 2.6974 1.9091 -6.9717  0.00
26 H 0.7155 2.7314 -6.4747  0.00
27 H 1.6033 4.1640 -6.7600  0.00
28 H 0.3179 4.6350 -4.6753  0.00
29 H 1.8165 4.2921 -4.0833  0.00
30 H -0.3375 4.1559 -2.4320  0.00
31 H 1.1081 3.0950 -1.9972  0.00
32 H -0.5058 2.4332 -2.0990  0.00
33 C -3.4395 3.8153 10.6655  0.00
34 O -3.2658 3.3031 9.3135  0.00
35 C -2.3297 2.2706 9.1750  0.00
36 C -2.5652 1.8319 7.7301  0.00
37 N -1.5515 0.8706 7.3078  0.00
38 C -2.0379 0.2955 6.1084  0.00
39 C -1.0541 -0.6399 5.4762  0.00
40 O -1.2049 -1.9059 6.1390  0.00
41 C -0.4589 -2.9060 5.4817  0.00
42 H -2.6457 4.3838 11.1503  0.00
43 H -3.6689 2.9970 11.3480  0.00
44 H -4.3226 4.4525 10.6186  0.00
45 H -2.4286 1.5514 9.9881  0.00
46 H -1.3637 2.7705 9.2462  0.00
47 H -2.4435 2.7283 7.1220  0.00
48 H -3.5788 1.5246 7.4725  0.00
49 H -1.3469 0.2089 8.0429  0.00
50 H -2.2326 1.1586 5.4717  0.00
51 H -2.9766 -0.2316 6.2786  0.00
52 H -0.0114 -0.3234 5.5034  0.00
53 H -1.2939 -0.7637 4.4201  0.00
54 H -0.2392 -3.7674 6.1124  0.00
55 H 0.5164 -2.5019 5.2107  0.00
56 H -0.9560 -3.2101 4.5606  0.00
57 C -9.3621 3.9802 3.1437  0.00
58 O -8.1735 3.2331 2.6990  0.00
59 C -7.3443 2.8154 3.7979  0.00
60 C -6.1605 1.9472 3.3317  0.00
61 N -5.3298 2.9085 2.5873  0.00
62 C -4.1633 2.2845 1.9733  0.00
63 C -3.3903 3.2157 1.0778  0.00
64 O -3.9160 3.3500 -0.2590  0.00
65 C -3.7230 2.2258 -1.0438  0.00
66 H -9.1770 4.5468 4.0563  0.00
67 H -10.2322 3.3502 3.3281  0.00
68 H -9.6569 4.6497 2.3357  0.00
69 H -7.9853 2.2203 4.4484  0.00
70 H -7.0247 3.6402 4.4348  0.00
71 H -6.5425 1.1040 2.7562  0.00
72 H -5.5603 1.6295 4.1844  0.00
73 H -5.9280 3.2984 1.8731  0.00
74 H -4.3468 1.3089 1.5231  0.00
75 H -3.5236 2.0852 2.8331  0.00
76 H -2.3368 2.9393 1.0349  0.00
77 H -3.4262 4.2159 1.5095  0.00
78 H -4.1256 2.3075 -2.0534  0.00
79 H -4.2466 1.3174 -0.7457  0.00
80 H -2.6480 2.0507 -1.0013  0.00
81 C 6.8777 -3.7458 -3.0985  0.00
82 O 6.7556 -2.2926 -2.9307  0.00
83 C 7.4356 -1.5634 -4.0067  0.00
84 C 7.5771 -0.0928 -3.6710  0.00
85 N 6.2626 0.3310 -3.1829  0.00
86 C 6.3195 1.6556 -2.7494  0.00
87 C 5.0572 2.0557 -1.9702  0.00
88 O 4.8138 1.2434 -0.8486  0.00
89 C 3.6417 1.5578 -0.0097  0.00
90 H 6.3902 -3.9853 -4.0435  0.00
91 H 6.3669 -4.3089 -2.3174  0.00
92 H 7.9296 -4.0294 -3.1327  0.00
93 H 6.7439 -1.6737 -4.8419  0.00
94 H 8.3826 -1.9927 -4.3336  0.00
95 H 7.8376 0.5739 -4.4930  0.00
96 H 8.4007 -0.0057 -2.9623  0.00
97 H 6.0213 -0.2534 -2.3952  0.00
98 H 6.4573 2.3322 -3.5929  0.00
99 H 7.1881 1.8590 -2.1230  0.00
100 H 4.1977 1.9713 -2.6353  0.00
101 H 5.0977 3.0728 -1.5806  0.00
102 H 3.9239 2.2790 0.7573  0.00
103 H 3.4413 0.6050 0.4803  0.00
104 H 2.7063 1.8375 -0.4943  0.00
105 C -1.0220 -6.3278 2.7033  0.00
106 O -0.4697 -5.9289 1.4535  0.00
107 C -1.2527 -4.9751 0.7928  0.00
108 C -0.5538 -4.5743 -0.4867  0.01
109 N 0.5008 -3.5052 -0.4060  0.04
110 C 1.6361 -3.8368 0.5321  0.01
111 C 2.7776 -2.8304 0.4515  0.01
112 O 2.9682 -2.3954 -0.9015  0.05
113 C 4.3232 -1.9079 -0.9488  0.01
114 H -1.0760 -5.5678 3.4828  0.00
115 H -0.3629 -7.1078 3.0844  0.00
116 H -2.0098 -6.7877 2.6746  0.00
117 H -1.3912 -4.1324 1.4701  0.00
118 H -2.2785 -5.3345 0.7107  0.00
119 H -1.4051 -4.2400 -1.0797  0.00
120 H -0.2477 -5.4993 -0.9754  0.00
121 H -0.0334 -2.8258 0.1165  0.00
122 H 2.1055 -4.8100 0.3887  0.00
123 H 1.3432 -3.8349 1.5820  0.00
124 H 3.6825 -3.3279 0.8003  0.00
125 H 2.6199 -1.9271 1.0408  0.00
126 H 4.5728 -1.4320 -1.8971  0.00
127 H 5.0689 -2.6999 -0.8806  0.00
128 H 4.5779 -1.1397 -0.2187  0.00
129 C -2.1564 -7.1284 -3.5429  0.00
130 O -2.0774 -5.7105 -3.4143  0.00
131 C -3.3327 -5.1167 -3.7182  0.00
132 C -4.1274 -4.5816 -2.4717  0.00
133 N -3.6508 -3.2457 -2.2164  0.00
134 C -4.1005 -2.6002 -0.9759  0.00
135 C -5.5664 -2.5684 -0.7747  0.00
136 O -5.8586 -1.6064 0.2924  0.00
137 C -7.2402 -1.7552 0.6582  0.00
138 H -1.2460 -7.6272 -3.2107  0.00
139 H -2.3958 -7.4723 -4.5492  0.00
140 H -2.9839 -7.4770 -2.9249  0.00
141 H -3.9741 -5.7135 -4.3667  0.00
142 H -3.0702 -4.2639 -4.3443  0.00
143 H -3.8570 -5.2023 -1.6175  0.00
144 H -5.2080 -4.6315 -2.6053  0.00
145 H -3.9856 -2.7266 -3.0155  0.00
146 H -3.7360 -1.5742 -1.0267  0.00
147 H -3.7070 -3.0610 -0.0698  0.00
148 H -5.8877 -3.6063 -0.6871  0.00
149 H -6.0704 -2.1665 -1.6536  0.00
150 H -7.4785 -1.0633 1.4660  0.00
151 H -7.3639 -2.7492 1.0880  0.00
152 H -8.0637 -1.6049 -0.0399  0.00
153 C 1.6827 4.6111 7.9353  0.00
154 O 1.2623 4.5207 6.5662  0.00
155 C 0.4674 3.3798 6.1715  0.01
156 C -0.1779 3.4755 4.7827  0.08
157 N 0.8444 3.6824 3.7452  0.70
158 C 0.1438 3.7759 2.4236  0.07
159 C 1.1771 4.0200 1.3048  0.00
160 O 1.7767 5.2937 1.2210  0.00
161 C 2.4330 5.4632 -0.0544  0.00
162 H 0.8359 4.6325 8.6212  0.00
163 H 2.2947 5.5114 7.9900  0.00
164 H 2.2000 3.6821 8.1752  0.00
165 H -0.3027 3.2740 6.9356  0.00
166 H 1.0117 2.4369 6.2235  0.00
167 H -0.8345 4.3386 4.8927  0.05
168 H -0.8304 2.6285 4.5707  0.01
169 H 1.5465 4.3838 3.9331  0.02
170 H -0.6773 4.4904 2.3672  0.03
171 H -0.3328 2.8137 2.2362  0.01
172 H 0.6032 3.8619 0.3918  0.00
173 H 1.8336 3.1507 1.2659  0.00
174 H 2.9823 6.4012 0.0275  0.00
175 H 1.6467 5.7314 -0.7599  0.00
176 H 3.0323 4.6070 -0.3639  0.00
177 C 2.0727 0.1375 -2.9412  0.01
178 O 1.2880 -1.0571 -2.8949  0.05
179 C 0.0223 -0.8739 -3.5179  0.01
180 C -0.9020 -2.0968 -3.3260  0.01
181 N -0.2773 -3.4683 -3.4035  0.04
182 C 0.1355 -3.7739 -4.7642  0.01
183 C 1.4551 -3.1323 -5.2065  0.00
184 O 2.4108 -3.1505 -4.1512  0.04
185 C 3.6947 -2.7717 -4.6187  0.01
186 H 3.0573 0.0359 -2.4848  0.00
187 H 1.5596 0.9456 -2.4198  0.00
188 H 2.1853 0.3745 -3.9992  0.00
189 H 0.1940 -0.7068 -4.5813  0.00
190 H -0.3988 0.0502 -3.1219  0.00
191 H -1.6758 -2.1885 -4.0882  0.00
192 H -1.3461 -1.9332 -2.3441  0.00
193 H -0.9397 -4.1999 -3.1887  0.00
194 H -0.6524 -3.5791 -5.4919  0.00
195 H 0.2287 -4.8598 -4.7756  0.00
196 H 1.2990 -2.1538 -5.6608  0.00
197 H 1.8248 -3.8735 -5.9150  0.00
198 H 3.6350 -1.8678 -5.2249  0.00
199 H 4.1112 -3.4699 -5.3448  0.00
200 H 4.4342 -2.5711 -3.8434  0.00